No. 1
Below is a 2-piece molecular cluster, C6H12N2 overall, with properties calculated with the ωB97M-V functional and the def2-TZVPD basis.

Its net charge is 0. For the calculated total energy, the calculation gives -345.13934 a.u. The spin multiplicity is 3. The HOMO energy (alpha / beta) is -0.245 / -0.358 hartree. The calculation puts the HOMO-LUMO gap (alpha / beta) at 7.6 / 9.6 eV.

CARTESIAN COORDINATES (ANGSTROEM)
N: 1.32855 0.39892 -2.28656
N: 0.46662 1.17479 -2.07601
C: -0.08953 -1.58594 -0.61091
C: 0.81906 1.26263 1.65117
C: -0.11804 -0.88135 0.74133
C: -2.21974 0.13401 -0.67310
C: -0.86867 -0.38003 -0.41106
C: 1.11614 -0.18890 1.28264
H: -0.73434 -1.33524 1.52274
H: 2.13648 0.63156 -2.89005
H: 0.82380 -1.45061 -1.19413
H: -2.59506 -0.21445 -1.63644
H: 1.70150 1.73260 2.08234
H: 0.00561 1.31682 2.37413
H: 0.52511 1.81780 0.76236
H: 1.47203 -0.72752 2.16486
H: -0.56127 -2.54928 -0.76452
H: -2.91491 -0.17011 0.11809
H: -2.20120 1.22631 -0.68715
H: 1.90784 -0.21200 0.53028

***

No. 2
Below is a 4-piece molecular cluster, C43H62Br2F4N5O10S overall, with properties calculated with the ωB97M-V functional and the def2-TZVPD basis.

Its net charge is +1. For the calculated total energy, the calculation gives -8646.96223 a.u. The spin multiplicity is 1. The HOMO energy is -0.418 hartree. The calculation puts the HOMO-LUMO gap at 8.8 eV.

CARTESIAN COORDINATES (ANGSTROEM)
Br: -0.10624 -1.45730 -2.08923
Br: 4.09666 -1.39403 -0.23031
S: -1.34130 -2.05222 0.82118
F: 0.27169 -1.17260 3.83236
F: 1.52681 4.69175 0.46825
F: -0.29864 4.58080 1.63371
F: 1.60073 4.07262 2.53193
O: 0.03086 -7.96209 1.85474
O: -6.32777 7.57810 -2.87013
O: -1.80676 -3.56718 -4.33666
O: -0.46682 -5.86832 1.83006
O: 0.64574 2.72306 1.04076
O: -2.54147 -1.62354 -3.86861
O: -5.42443 3.81665 1.12104
O: -5.69147 5.52514 -2.74566
O: 6.05793 1.97126 2.15476
O: 3.60060 0.82641 2.25259
N: 0.77977 -1.50629 2.57155
N: 1.78371 0.65788 0.81082
N: -2.25919 -2.49007 -4.67664
N: -5.54682 6.71482 -2.53369
N: -0.33576 -6.95455 1.29011
C: -0.16475 -0.83194 1.47502
C: 3.96688 1.81172 3.22182
C: -1.09094 -7.15293 -2.85663
C: 2.23991 0.50248 2.17497
C: -1.24649 -5.94992 -2.18060
C: -5.87050 2.59548 -0.96469
C: -3.08408 -0.71650 -7.83773
C: -3.43410 0.97302 1.64054
C: -0.99896 0.27523 2.16079
C: 2.15947 -0.95746 2.54167
C: 0.72392 -0.24144 0.32887
C: 5.46047 1.73752 3.40874
C: -3.43047 6.16117 -1.40698
C: -0.47416 -8.25033 -0.80328
C: 0.81986 -3.01036 2.57908
C: -3.00555 8.85538 -0.84455
C: 1.27813 -1.30870 -0.70206
C: -2.44024 -2.21353 -6.10613
C: 0.87028 3.99686 1.40525
C: 3.20823 -4.00897 2.88173
C: -2.76625 -1.69065 -8.77548
C: 1.86424 -3.60733 3.53167
C: -3.87512 2.28761 2.29070
C: 1.72345 2.01022 0.37896
C: 4.45681 -3.25218 3.35186
C: -2.08128 7.90143 -0.44076
C: -2.92278 -0.97380 -6.48643
C: -0.62332 -7.03850 -0.15411
C: 2.59622 -0.94706 -1.39989
C: -2.12011 -3.20106 -7.02063
C: -2.29466 6.55759 -0.71998
C: -1.01540 -5.89132 -0.81600
C: 2.84535 -1.66234 -2.73226
C: -2.28764 -2.92942 -8.36832
C: 8.02642 2.39613 0.85629
C: -4.08201 3.42511 1.27377
C: 4.61588 -3.21609 4.86998
C: -1.95594 1.00852 1.18805
C: -4.33410 7.13010 -1.80282
C: -4.14618 8.47231 -1.53275
C: -6.26078 2.85955 0.47921
C: 7.46963 2.07105 2.23818
C: -0.71433 -8.30035 -2.16849
H: 1.67781 1.12791 2.88114
H: 2.47604 -2.68633 -2.71759
H: -3.46049 0.24499 -8.15830
H: 8.40718 3.41451 0.80004
H: 1.02747 -3.31746 1.55677
H: -3.62174 0.13097 2.31304
H: 2.71610 -1.55736 1.82511
H: 3.45075 1.63446 4.17019
H: 5.62689 -2.93205 5.15550
H: -2.23815 -1.89588 1.80490
H: -7.25979 3.29126 0.52314
H: 5.77453 2.50995 4.12076
H: 1.39019 -4.49899 3.94082
H: 2.68116 2.48923 0.58261
H: -3.64293 3.13313 0.30930
H: -3.61775 5.12113 -1.62891
H: 1.37799 -2.29529 -0.25058
H: 4.37764 -4.18332 5.31640
H: -0.59974 -9.23752 -2.69562
H: -2.84020 9.90080 -0.62350
H: -3.16920 -0.23135 -5.74237
H: -2.04509 -3.68640 -9.10112
H: -0.34567 0.99296 2.65136
H: -1.12679 -4.96425 -0.27382
H: 7.74381 2.85333 2.95577
H: 3.94062 -2.48882 5.33094
H: 5.75067 0.74672 3.78302
H: 8.83579 1.72201 0.58059
H: 2.01328 -2.95750 4.39443
H: -1.26570 -7.19703 -3.92365
H: -2.89383 -1.48382 -9.82962
H: -6.28308 1.92792 1.05887
H: -1.89794 0.57995 0.18860
H: 0.04916 0.36717 -0.26623
H: 4.49269 -2.23748 2.94513
H: -4.87759 9.19891 -1.85339
H: 1.53917 2.05304 -0.69394
H: -3.54894 4.31957 1.59774
H: 3.38031 -5.06427 3.10041
H: 2.40420 -1.10604 -3.55552
H: -6.65632 2.06120 -1.49681
H: 5.32004 -3.76452 2.92171
H: -1.75031 -4.15809 -6.68484
H: -4.97435 1.96987 -1.02124
H: -1.19164 8.20659 0.09448
H: -1.65031 2.04986 1.14501
H: 2.61980 0.12744 -1.57149
H: -4.04942 0.79228 0.75539
H: -3.10406 2.59806 3.00390
H: 3.71495 2.80648 2.84469
H: -1.57512 5.81572 -0.40023
H: -0.17517 -3.33368 2.86300
H: -0.17131 -9.12962 -0.25472
H: 3.91838 -1.70818 -2.90936
H: -5.63789 3.52989 -1.47220
H: -1.60923 -0.19516 2.92831
H: 7.88671 1.12540 2.60527
H: 7.23809 2.29134 0.11130
H: 3.13272 -3.94734 1.79136
H: 2.58593 -1.09670 3.53032
H: -4.78458 2.14156 2.87456
H: -1.52638 -5.04684 -2.70105

***

No. 3
Below is C10H30KO10 as an isolated structure, with properties calculated with the ωB97M-V functional and the def2-TZVPD basis.

Its net charge is +2. For the calculated total energy, the calculation gives -1750.62045 a.u. The spin multiplicity is 2. The HOMO energy (alpha / beta) is -0.539 / -0.539 hartree. The calculation puts the HOMO-LUMO gap (alpha / beta) at 9.0 / 2.8 eV.

CARTESIAN COORDINATES (ANGSTROEM)
K: -0.26907 -0.18110 0.25928
O: 1.28892 -5.48101 1.13112
O: -1.12129 -2.83828 0.24567
O: -0.35744 0.65223 -2.51781
O: -3.03094 0.75111 -1.82674
O: 0.58308 -0.51214 2.86691
O: -1.47476 2.56170 -0.53279
O: 1.93627 -0.91745 -1.18785
O: -3.01235 3.25420 -3.00450
O: 2.55639 -0.41009 4.82686
O: 2.06964 1.68328 0.50514
C: 0.37436 -4.69908 0.31841
C: -2.44289 -0.42548 -2.20289
C: -1.23948 -0.20659 -3.22479
C: -0.56537 -3.80865 1.16049
C: -1.61362 3.78985 -1.03001
C: 2.98575 1.14642 -0.42419
C: -2.97766 4.00002 -1.82808
C: 0.70177 0.61619 3.77493
C: 3.07488 -0.43658 -0.49655
C: 2.15169 0.78193 4.10389
H: 4.03605 -0.76976 -0.88802
H: -1.83448 1.92125 -1.15088
H: -0.70731 -1.12897 -3.45742
H: -0.70064 4.07208 -1.55434
H: -0.26591 1.51702 -2.92446
H: -1.72447 0.24888 -4.08818
H: -1.34620 -4.38519 1.65647
H: 0.22916 1.54182 3.44638
H: 2.35014 2.41964 1.05350
H: 0.02879 -3.28983 1.91276
H: -1.41013 -3.36856 -0.50063
H: 1.14586 -4.16209 -0.23342
H: 0.39960 -1.29312 3.39417
H: 2.97561 -0.73739 0.54641
H: 1.90897 -5.76015 0.45347
H: 1.86984 -0.42473 -2.00908
H: -3.87583 0.55495 -1.41530
H: 2.87116 -1.08137 4.21703
H: 2.03302 1.61162 4.80076
H: 3.90938 1.63507 -0.11400
H: -2.06457 -0.96892 -1.33707
H: 2.75359 0.96879 3.21457
H: -1.66081 4.49226 -0.19785
H: -2.80689 5.05536 -2.04071
H: -3.19945 -1.07899 -2.63722
H: -0.08828 -5.32304 -0.44628
H: 0.07017 0.33903 4.61894
H: -3.45147 2.43813 -2.75393
H: 2.74035 1.63664 -1.36630
H: -3.80298 3.99921 -1.11608

***

No. 4
Below is C24H42AsBrN4O2PdSi2 as an isolated structure, with properties calculated with the ωB97M-V functional and the def2-TZVPD basis.

Its net charge is 0. For the calculated total energy, the calculation gives -6825.97345 a.u. The spin multiplicity is 1. The HOMO energy (alpha / beta) is -0.265 / -0.265 hartree. The calculation puts the HOMO-LUMO gap (alpha / beta) at 7.4 / 7.4 eV.

CARTESIAN COORDINATES (ANGSTROEM)
Pd: 0.32741 -0.46697 -0.32822
Br: 4.31969 1.56071 -2.43605
As: -0.77933 1.65491 -0.01922
Si: 0.94417 2.80315 1.13776
Si: -0.81461 2.71794 -2.14669
O: 1.78509 0.02490 -1.71221
O: 1.81328 -2.03901 -1.00072
N: -0.32412 -1.42931 3.71936
N: -1.19817 -2.02919 -2.14841
N: -0.23276 -1.51701 1.37104
N: -2.11861 -0.69477 2.45012
C: -3.91238 -4.19624 -0.94863
C: -0.85143 -1.19579 2.47353
C: 4.37022 -2.53048 -1.58848
C: -4.82510 -2.06037 -1.51009
C: 3.87876 -1.23792 -1.77408
C: -1.18182 -1.78021 4.83244
C: 6.12360 -0.55942 -2.37357
C: 6.58176 -1.84851 -2.18656
C: -2.47670 -2.47497 -1.84442
C: -1.55271 4.40302 -1.72021
C: 1.86361 4.13295 0.17375
C: 4.78236 -0.25579 -2.16851
C: -2.06841 1.82079 -3.23491
C: 0.74556 2.91906 -3.15951
C: 2.41464 -1.05869 -1.50491
C: 2.23029 1.54500 1.67399
C: -2.44424 0.49913 3.21712
C: -3.57742 -1.62119 -1.91421
C: 5.69760 -2.84216 -1.78805
C: 0.14053 3.57830 2.65298
C: -2.92487 -0.86099 1.25262
C: -5.00603 -3.34587 -1.01874
C: 1.04710 -1.87245 3.86425
C: -2.66177 -3.77267 -1.36030
H: 2.61007 4.57079 0.84061
H: -0.71496 4.19592 2.39320
H: 0.46722 3.17184 -4.18443
H: 1.31761 2.00334 -3.17133
H: -1.01853 -2.82548 5.11527
H: 2.89516 2.03268 2.39468
H: 6.79738 0.22637 -2.67899
H: -2.71428 -0.09023 0.50864
H: -2.22342 -1.65585 4.55057
H: 7.62730 -2.06858 -2.34969
H: -1.78169 0.60609 4.07157
H: 2.82021 1.19864 0.82780
H: 1.23458 4.94362 -0.18566
H: -3.97292 -0.79358 1.54518
H: -2.20256 2.37962 -4.16335
H: 6.04104 -3.85548 -1.63308
H: -1.73541 0.82346 -3.51406
H: -5.66558 -1.38241 -1.57197
H: -3.04268 1.73412 -2.75645
H: -0.96805 -1.15152 5.70173
H: -2.45497 4.30645 -1.11969
H: -2.74050 -1.83786 0.81136
H: -1.81608 -4.44477 -1.30288
H: -3.44453 -0.60694 -2.26771
H: -0.20877 2.80837 3.34393
H: 2.39115 3.69693 -0.66954
H: -1.82292 4.91752 -2.64481
H: 1.77686 0.67668 2.14635
H: 0.85952 4.20273 3.18568
H: 0.57721 -2.10739 1.53682
H: -3.47206 0.43082 3.57866
H: -1.09486 -1.35538 -2.89128
H: 1.38452 3.71807 -2.78524
H: 1.69483 -1.35254 3.16521
H: -2.35060 1.38920 2.58117
H: -0.49297 -2.75111 -2.19373
H: -4.03175 -5.20453 -0.57297
H: 3.66394 -3.28818 -1.27993
H: -0.85780 5.04406 -1.18243
H: 1.38267 -1.64055 4.87510
H: -5.98205 -3.68035 -0.70031
H: 1.15348 -2.95454 3.71374

***

No. 5
Below is a 2-piece molecular cluster, C3H6O2 overall, with properties calculated with the ωB97M-V functional and the def2-TZVPD basis.

Its net charge is 0. For the calculated total energy, the calculation gives -268.21951 a.u. The spin multiplicity is 1. The HOMO energy is -0.258 hartree. The calculation puts the HOMO-LUMO gap at 7.8 eV.

CARTESIAN COORDINATES (ANGSTROEM)
O: -0.78161 0.56379 0.81801
O: -0.15779 -1.20434 -0.27773
C: 1.09679 -0.47732 0.03100
C: 0.56120 0.90350 0.36349
C: -1.11082 -0.53900 0.31317
H: -0.64897 1.21974 -1.51628
H: -2.12581 -0.91181 0.32523
H: -1.28593 0.97763 -1.84902
H: 1.59666 -1.06563 0.82569
H: 1.04349 1.42198 1.18999
H: 1.70788 -0.51755 -0.87397